ORCA calculation (ωB97M-V/def2-TZVPD) on C22H36BrGaIN12 as an isolated structure in a non-equilibrium geometry.

```
73
Properties=species:S:1:pos:R:3:forces:R:3:mulliken_charge:R:1
H 2.780210 -5.472961 -7.713131 0.03 0.02 0.01 0.429
Ga -1.445282 -1.401301 1.300025 0.38 -0.13 0.67 0.246
H -4.182527 4.334799 1.051248 0.00 -0.01 -0.02 0.335
H 1.319344 5.211924 6.063728 0.02 -0.08 0.03 -0.092
H -0.717795 -1.207281 -6.446741 0.01 0.00 -0.01 0.293
C 1.679765 -8.073258 -6.175310 0.06 -0.02 0.06 0.385
H -0.929397 -2.643434 2.134502 -0.14 -0.10 -0.12 -0.201
H -0.526399 -4.650334 -0.120711 0.00 0.05 -0.04 0.188
C -4.100709 2.776888 2.439654 -0.02 -0.06 0.04 0.411
H 4.674453 4.615567 3.120747 0.00 0.02 0.00 0.384
C 1.095428 2.914709 -0.053319 -0.13 0.03 -0.12 -0.829
H 0.791018 8.251996 4.080852 -0.01 -0.01 -0.01 0.297
C 0.715390 4.405239 6.472896 -0.08 -0.01 -0.04 -0.304
H -2.514228 0.231155 2.818114 -0.01 0.04 0.01 0.186
H -0.058860 -9.163854 -5.756522 0.01 -0.01 -0.01 0.259
C -0.367352 -1.609460 -4.411460 0.18 -0.20 0.07 0.298
N 2.880053 -3.266496 -0.106860 0.16 -0.23 0.00 -0.347
C 3.809244 4.685125 2.465572 -0.02 -0.08 -0.03 -0.511
N -8.731912 -2.403871 1.819139 -0.04 0.03 0.00 -0.410
C 1.807926 8.179338 3.699867 0.00 0.02 -0.01 -0.783
C -6.934176 -0.519057 1.736624 -0.02 0.05 0.01 -0.607
H -2.593695 4.096372 1.807897 0.03 -0.06 0.02 0.133
H -6.563143 -0.400487 0.720605 0.06 -0.05 0.02 0.223
N -1.613770 0.173963 2.353169 0.04 -0.03 -0.47 -0.357
H 4.562542 -0.647520 0.328271 -0.02 0.02 0.01 0.244
N 2.490560 -7.698385 -6.896828 -0.08 -0.26 0.02 -0.440
C -3.471473 3.591048 1.408306 0.01 0.04 -0.02 -0.633
H 3.632091 5.728815 2.218278 0.02 0.00 0.00 0.139
N -0.719275 -5.909215 -2.999704 -0.03 -0.08 0.01 -0.476
C -1.396908 -5.071509 -0.623228 0.04 0.02 -0.06 -0.358
C -0.142943 4.921067 7.532424 -0.04 -0.03 0.02 0.247
C -0.212472 -1.939878 -5.820049 -0.12 -0.02 -0.03 -0.489
H 1.110597 -4.965159 -7.418670 0.00 -0.06 0.01 0.297
C 2.499905 -3.411438 -7.388183 0.01 -0.01 -0.12 0.243
N -4.608446 2.137362 3.246092 -0.06 0.03 -0.01 -0.468
H 2.270668 -5.026570 -6.079468 0.01 -0.04 0.00 0.273
H -2.166749 -4.301211 -0.687301 0.05 0.02 -0.02 -0.041
H -6.096687 -0.771010 2.383619 0.04 0.00 -0.05 0.210
H 1.374845 3.636538 6.870909 0.00 0.00 0.00 0.276
N -0.820233 5.329332 8.364290 0.03 0.04 0.01 -0.385
I 0.213020 -0.976889 -0.630072 0.20 0.54 1.56 -0.344
H 1.131323 -9.111075 -4.442074 0.00 0.02 0.01 0.264
H -7.372508 0.419634 2.071434 0.02 0.00 0.03 0.299
Br -3.581373 -2.002952 0.304345 -0.15 0.01 -0.09 -0.540
H -1.779696 -5.907955 -0.040646 0.00 0.00 0.00 0.298
C 0.465663 3.584386 1.076574 -0.05 -0.08 -0.05 0.486
N -0.437264 -1.426196 -3.279400 -0.56 -0.09 -1.62 -0.376
N 4.132660 3.266799 0.306030 0.23 0.09 -0.02 -0.474
C 2.540427 7.164194 4.445133 -0.01 -0.01 0.04 0.452
H 2.300465 9.143800 3.807499 0.00 0.00 0.00 0.311
H -3.166412 2.958306 0.575816 0.00 -0.02 0.02 0.226
H 0.338910 2.516824 -0.728188 -0.04 -0.09 0.10 0.320
H 1.773084 7.909754 2.645596 -0.03 -0.01 0.00 0.281
H 0.107458 3.974316 5.678099 0.00 -0.01 0.01 0.251
H 0.841089 -1.967603 -6.083165 -0.01 0.09 -0.01 -0.017
H 1.716602 3.627833 -0.589760 0.03 -0.04 -0.01 0.379
N 2.743770 -2.309476 -7.596950 0.08 0.02 -0.03 -0.465
C 4.020396 3.911883 1.248458 -0.03 -0.11 0.05 0.265
H -0.648994 -2.922481 -5.998627 -0.02 0.01 -0.03 0.229
C -7.939704 -1.573826 1.780863 0.02 -0.04 0.00 0.268
H 3.437471 -0.759013 1.693658 -0.02 0.01 -0.03 0.201
H 1.716018 2.093919 0.295557 -0.05 -0.06 -0.03 0.137
C 2.150022 -4.803924 -7.137235 -0.02 0.27 0.04 -0.766
H 0.144734 -7.681059 -4.799966 0.02 0.01 0.07 0.151
H -1.582203 0.946295 1.692854 -0.04 0.18 0.18 0.072
C 0.662645 -8.535623 -5.237696 -0.06 0.09 -0.03 -0.576
N 3.107787 6.354347 5.027833 0.05 0.11 -0.03 -0.520
H 2.937554 4.292944 2.986588 -0.01 0.05 0.02 0.175
N -0.037890 4.122008 1.958185 0.07 0.14 0.07 -0.501
C 4.137049 -1.317644 1.073326 -0.07 0.08 0.02 -0.702
C -1.021350 -5.536703 -1.955238 0.04 0.06 -0.01 0.330
C 3.433509 -2.408397 0.414069 0.02 -0.07 -0.02 0.298
H 4.936130 -1.713972 1.697759 0.00 0.00 0.00 0.325
```
Forces are in eV/Å.

Charge: -1
Relative energy (zero: lowest compared OMol25 entry of this formula, charge and spin) in kJ/mol: 0.0

=====

ORCA calculation (ωB97M-V/def2-TZVPD) on C34H41BrMgN8O2 as an isolated structure.

```
87
Properties=species:S:1:pos:R:3:forces:R:3:mulliken_charge:R:1
H -2.813421 -4.683409 3.023592 0.00 0.00 0.01 0.609
H 1.007600 5.093962 -0.801518 -0.01 0.00 0.01 0.286
C -0.715435 -5.186321 -1.246566 0.02 0.01 0.05 0.308
H 0.908255 -2.297517 -0.071095 -0.02 -0.03 0.06 0.357
C -2.954945 1.500532 -1.937366 0.04 0.02 0.00 -1.256
C 0.975045 4.368544 -1.617027 -0.03 0.00 0.03 -0.849
C -2.216658 -3.322120 1.481620 -0.03 0.04 -0.01 0.529
H -1.930321 1.508869 -4.307630 0.00 0.00 0.00 0.397
H 2.659947 2.426104 -0.004351 0.00 -0.01 0.00 -0.137
C 1.284414 2.151727 3.986646 0.00 -0.01 -0.01 -0.937
C 3.279233 -1.298913 -2.228616 0.02 0.01 -0.03 -1.262
C -0.314529 2.953725 0.674795 -0.11 0.02 0.14 -0.101
H 0.184088 4.524624 4.201153 0.00 0.00 -0.01 0.493
C -1.503399 -4.291508 0.635065 -0.04 -0.02 -0.03 0.130
H 3.809405 -0.359202 -2.352723 -0.01 -0.02 -0.02 0.408
H -2.588459 0.460809 -1.991402 -0.02 0.01 -0.01 0.411
C -2.200102 -1.993971 1.101378 -0.02 0.26 0.14 0.316
H -1.464319 4.692533 0.271929 0.01 0.01 -0.02 0.512
N 1.139622 0.291485 0.187131 -0.16 -0.09 -0.01 0.268
H 2.212511 -0.627090 2.332533 -0.01 0.00 0.01 0.674
C 0.459721 2.227712 1.654321 0.09 0.03 0.00 0.296
N -0.589382 -5.097255 1.040602 0.03 0.01 0.03 -0.643
H -3.652647 -0.550511 3.806789 0.01 0.01 -0.01 0.597
H 4.541223 -1.312146 0.071758 -0.01 0.01 0.01 0.395
H -2.696944 3.103473 -4.331534 -0.01 0.01 0.00 0.369
C -1.025898 2.950855 -1.623771 0.07 -0.08 0.06 0.447
H 1.997469 -7.839651 -1.655389 0.00 0.00 0.00 0.439
C -0.073399 -5.693866 -0.116680 -0.04 0.03 -0.06 0.793
C 0.568704 -6.580867 -2.642300 0.01 -0.02 -0.01 -0.562
O -1.596653 -1.561813 -0.080266 -0.02 -0.01 -0.14 -0.458
C 1.748767 0.336732 2.510311 -0.02 -0.04 -0.04 -0.247
C 1.833651 0.922189 3.781996 -0.01 0.03 0.02 -1.284
Mg -0.883285 0.335113 0.013277 0.06 -0.02 -0.08 1.419
Br -4.123860 -3.097293 5.142911 0.00 -0.01 -0.02 -0.132
C 1.126098 0.959677 1.454192 0.15 0.15 0.17 -0.378
H 5.163169 0.007452 1.067572 -0.01 0.00 0.00 0.389
H 5.448889 0.014982 -0.678336 0.00 0.01 0.00 0.385
H -3.850182 1.542870 -2.555385 -0.01 -0.01 0.00 0.494
C 4.727403 -0.242723 0.098321 0.02 0.02 0.03 -1.251
C -2.900130 1.402562 2.239482 -0.08 -0.04 0.13 -1.313
H -3.236026 1.740413 -0.913353 0.00 0.00 -0.02 0.293
C -2.797188 -3.651535 2.702908 -0.02 0.04 0.06 -0.600
C -3.326612 -2.650653 3.500067 0.01 -0.04 0.04 -0.488
H -2.418751 1.395322 3.216532 0.04 -0.03 -0.02 0.475
N -1.987150 2.453131 -2.442482 -0.06 -0.04 -0.03 0.080
C 1.234663 -7.085554 -1.517540 0.01 0.00 0.00 -0.512
H -0.669743 5.282737 -3.741886 0.00 -0.01 -0.01 0.411
H 4.002841 -2.102922 -2.087121 0.00 0.00 -0.01 0.366
H -2.135034 4.952227 -2.792908 0.00 -0.01 -0.01 0.404
H 2.344672 0.401507 4.580577 0.00 0.01 0.00 0.457
C -0.419162 -5.617706 -2.530170 -0.05 0.04 -0.01 -0.958
H 1.509130 4.780240 -2.473327 0.00 0.00 -0.01 0.457
N -1.621421 -4.213411 -0.769909 0.04 -0.08 -0.02 -0.199
C 2.303678 -0.122547 -0.297484 -0.05 0.00 -0.05 0.110
H 4.410187 2.346369 -0.237364 0.01 -0.01 -0.01 0.495
H -2.631557 2.309303 1.710084 0.03 0.01 -0.07 0.237
H -1.054232 5.756315 2.454238 0.01 -0.01 0.00 0.442
H 1.425035 -7.044518 0.634033 0.00 -0.01 -0.01 0.489
H -0.937945 -5.239538 -3.401980 0.02 0.00 0.01 0.462
H -2.545202 -4.153225 -1.182165 -0.02 0.00 0.01 0.294
N -0.386789 4.068286 -2.027595 0.03 0.00 0.02 0.219
C -1.883850 2.520230 -3.899664 0.00 0.01 0.02 -1.228
C 0.926733 -6.651937 -0.241809 0.00 0.01 0.04 -0.935
N 3.479775 0.499562 -0.058943 0.03 0.02 0.04 0.340
C 3.564800 1.906685 0.292931 0.03 0.02 0.04 -0.552
C -2.671005 -0.986629 1.933376 0.11 -0.13 -0.20 0.377
H 3.714437 2.049527 1.365936 -0.01 -0.01 0.00 0.253
N 2.351806 -1.207971 -1.106873 -0.07 0.03 0.02 0.219
H -3.980839 1.331000 2.346583 -0.01 -0.03 -0.03 0.531
H -0.917171 6.076895 -2.182390 0.00 0.00 0.01 0.401
C -0.834525 4.187020 0.993706 0.06 -0.06 -0.01 -0.343
H 0.827555 -6.959775 -3.621875 0.00 0.01 0.01 0.429
H 1.765903 -3.186800 -1.332439 -0.02 -0.01 -0.01 0.514
C -1.068242 5.147920 -2.735596 -0.01 0.01 -0.02 -1.273
C 0.047421 4.101159 3.214485 0.00 0.01 -0.01 -1.093
N -0.752439 2.289528 -0.506680 -0.06 -0.05 -0.14 0.424
C 1.322504 -2.225373 -1.072618 0.06 0.03 -0.02 -1.254
H 1.473012 3.456227 -1.301480 -0.02 0.00 -0.01 0.021
C -0.633053 4.780784 2.251171 0.01 -0.02 0.00 -0.959
C 0.593566 2.821724 2.947873 -0.01 0.00 -0.03 1.315
H 0.524924 -2.020735 -1.799025 0.00 -0.03 -0.03 0.204
O -2.421779 0.293243 1.440972 0.00 0.01 0.18 -0.273
C -3.259719 -1.304213 3.140825 0.06 0.03 -0.12 -0.645
H -0.935463 2.960922 -4.189817 0.01 0.01 0.01 0.414
H 2.714806 -1.500866 -3.140502 0.00 0.00 -0.01 0.397
H 1.360899 2.639496 4.949985 0.00 -0.01 -0.01 0.476
H -1.354720 -2.362254 -0.606686 0.01 0.02 0.00 0.398
```
Forces are in eV/Å.

Charge: +2
Total energy in Eh: -4682.4940